Record 1
A single C5H8O molecule. Source: OMol25; level of theory: wB97M-V/def2-TZVPD.

The geometry in XYZ format:
```
14
C5H8O (wB97M-V/def2-TZVPD)
O -1.85 0.25 0.68
C 0.25 1.15 -0.19
C 1.41 0.35 0.32
C -0.89 0.12 -0.35
C 1.15 -0.96 0.32
C -0.23 -1.27 -0.19
H 1.85 -1.73 0.63
H -0.05 1.94 0.51
H 2.35 0.80 0.63
H -2.10 1.19 0.73
H -0.19 -1.82 -1.14
H 0.50 1.65 -1.14
H -0.82 -1.88 0.51
H -1.38 0.21 -1.33
```

**Energy**: -7361.498 eV
**Energy above the lowest of the compared OMol25 structures with the same formula, charge and spin**: 73.0 kJ/mol
**SMILES**: OC1CC=CC1
**Orbital gap**: 10.306 eV

=====

Record 2
A single C4H5N3O molecule. Source: OMol25; level of theory: wB97M-V/def2-TZVPD.

The geometry in XYZ format:
```
13
C4H5N3O (wB97M-V/def2-TZVPD)
O -1.48 1.81 -0.13
N 0.48 -0.95 -0.16
N 2.72 -0.11 -0.01
N 0.64 1.21 -0.04
C -0.87 -0.55 -0.17
C -0.71 0.91 -0.08
C -2.10 -1.04 -0.01
C 1.47 0.12 -0.05
H 3.05 0.85 -0.18
H -3.00 -0.45 0.28
H 1.00 -1.91 -0.14
H 0.94 2.18 0.42
H -2.12 -2.06 0.27
```

**Energy**: -10745.702 eV
**Energy above the lowest of the compared OMol25 structures with the same formula, charge and spin**: 184.5 kJ/mol
**SMILES**: [H]/N=C1/NC(=C)C(=O)N1
**Orbital gap**: 9.322 eV

=====

Record 3
7 unconnected molecules or ions with the total composition C28H55NO9Si. Source: OMol25; level of theory: wB97M-V/def2-TZVPD.

The geometry in XYZ format:
```
94
C28H55NO9Si (wB97M-V/def2-TZVPD)
Si 5.23 -1.00 -0.82
O -0.25 -0.29 -4.96
O 3.27 -3.79 0.50
O -0.85 -5.86 -5.77
O 5.65 -2.06 -2.10
O 1.27 1.25 0.89
O -3.44 0.91 4.44
O 1.68 -3.21 -0.97
O -2.37 5.14 0.18
O 0.90 0.44 4.76
N 7.09 -3.98 -1.75
C -4.18 3.16 4.46
C 0.64 -1.17 6.47
C 0.05 2.85 2.12
C 1.69 2.54 0.45
C -4.53 1.00 5.35
C 6.41 -3.07 -1.89
C 3.39 -0.72 -0.84
C 2.00 0.58 5.65
C -1.55 7.35 0.11
C -1.12 -7.25 -5.55
C -3.07 2.23 4.01
C -1.12 -1.40 -4.71
C 0.39 -7.08 -7.36
C 1.05 -2.04 -4.05
C 1.57 -0.06 6.96
C -0.08 -5.69 -6.96
C 1.10 -0.69 -4.76
C -2.56 5.63 -1.15
C -4.66 2.46 5.74
C 0.58 3.51 0.85
C -0.06 -0.49 5.30
C 2.58 -2.94 0.01
C -2.52 7.15 -1.05
C -0.75 -7.96 -6.85
C 0.14 1.37 1.77
C -1.93 6.19 1.03
C -0.23 -2.63 -4.62
C 2.66 -1.46 0.30
H 1.94 -2.64 -4.23
H 5.98 0.25 -1.02
H 0.74 -5.00 -6.75
H -0.52 7.24 -0.23
H -2.11 2.49 4.47
H -0.94 0.07 5.62
H 2.23 1.64 5.75
H -0.21 3.53 0.09
H -0.36 -1.18 4.51
H 1.61 0.09 -4.17
H -1.64 8.32 0.60
H -0.97 3.15 2.37
H -3.50 7.54 -0.80
H 2.88 0.07 5.23
H -1.86 -1.46 -5.51
H 2.63 2.80 0.94
H 1.22 -2.02 6.12
H -4.99 3.18 3.72
H 1.86 2.51 -0.63
H 5.68 -1.65 0.42
H -0.06 -3.04 -5.61
H -3.98 2.70 6.57
H 1.32 -7.33 -6.84
H -3.51 5.24 -1.53
H -2.17 -7.36 -5.29
H -0.51 -7.61 -4.72
H -0.76 1.04 1.23
H -1.75 5.25 -1.79
H 1.66 -1.03 0.43
H -2.94 2.22 2.93
H 0.96 -1.90 -2.97
H 1.55 -4.17 -0.98
H 0.69 3.07 2.97
H -1.65 -1.22 -3.76
H 0.57 -7.17 -8.43
H -3.84 4.18 4.62
H -5.67 2.74 6.04
H -1.10 5.83 1.63
H 1.02 0.65 7.57
H -4.33 0.34 6.20
H -2.75 6.47 1.70
H 2.42 -0.42 7.55
H -0.72 -5.25 -7.73
H -2.19 7.62 -1.98
H 3.21 -1.36 1.24
H -0.06 -1.52 7.22
H -5.44 0.64 4.86
H -0.67 -3.42 -4.00
H 2.95 -0.98 -1.81
H -0.47 -9.00 -6.69
H 3.24 0.35 -0.68
H 0.28 0.75 2.64
H 1.61 -0.77 -5.73
H 0.94 4.52 1.00
H -1.59 -7.93 -7.55
```

**Energy**: -57721.219 eV
**SMILES**: N#CO[SiH2]CCC(=O)O.C1CCOC1.C1CCOC1.C1CCOC1.C1CCOC1.C1CCOC1.C1CCOC1
**Orbital gap**: 9.815 eV

=====

Record 4
A single C5H13N2O2PS2 molecule. Source: OMol25; level of theory: wB97M-V/def2-TZVPD.

The geometry in XYZ format:
```
25
C5H13N2O2PS2 (wB97M-V/def2-TZVPD)
S 1.13 2.16 0.18
S -2.23 1.07 -1.59
P -1.45 0.13 -0.08
O -2.20 -1.26 0.30
O -1.49 0.91 1.34
N 2.56 0.00 -0.44
N 0.07 -0.50 -0.18
C -2.44 1.92 1.61
C 3.80 0.74 -0.49
C 1.45 0.63 -0.13
C 2.65 -1.42 -0.67
C -3.38 -1.72 -0.32
H -3.29 1.50 2.16
H -3.21 -2.73 -0.69
H 1.74 -1.77 -1.16
H -4.19 -1.73 0.41
H 3.51 -1.62 -1.31
H -3.65 -1.07 -1.16
H 4.29 0.58 -1.45
H 2.78 -1.96 0.27
H 3.60 1.80 -0.37
H -2.80 2.36 0.67
H 4.47 0.42 0.31
H 0.21 -1.14 0.60
H -1.95 2.69 2.21
```

**Energy**: -43431.096 eV
**Energy above the lowest of the compared OMol25 structures with the same formula, charge and spin**: 117.3 kJ/mol
**SMILES**: COP(=S)(NC(=S)N(C)C)OC
**Orbital gap**: 9.076 eV

=====

Record 5
A molecular structure, C19H19Cl2N3O9P2Rh. Source: OMol25; level of theory: wB97M-V/def2-TZVPD.

The geometry in XYZ format:
```
55
C19H19Cl2N3O9P2Rh (wB97M-V/def2-TZVPD)
Rh -0.40 0.84 0.19
Cl -2.84 1.27 1.90
Cl -0.73 3.22 1.09
P 0.17 -0.78 3.18
P -0.30 -2.17 0.73
O 1.25 -2.09 0.67
O -0.99 -1.02 -0.02
O 1.79 -0.44 -6.15
O 3.66 -1.03 -4.97
O -0.35 -3.41 3.08
O -0.30 -0.54 4.67
O -0.62 -3.54 0.05
O 1.58 -1.27 3.10
O -0.25 0.46 2.40
N -1.93 1.26 -1.30
N 0.52 0.56 -1.49
N 1.73 1.06 0.68
C -1.99 2.76 2.32
C 1.83 0.19 -1.48
C 3.57 1.11 2.20
C 2.50 -0.60 -5.15
C -3.66 1.53 -3.47
C -3.21 1.65 -1.13
C 0.47 0.19 -3.84
C 1.80 -0.20 -3.84
C -1.52 1.00 -2.56
C 2.27 1.42 1.86
C -0.14 0.57 -2.66
C 2.47 -0.19 -2.63
C -4.09 1.80 -2.18
C 3.77 -0.05 0.11
C -2.35 1.14 -3.66
C -0.79 -2.19 2.49
C 4.31 0.33 1.33
C -2.30 -2.10 2.66
C 2.49 0.37 -0.19
H -4.32 1.64 -4.31
H -1.97 0.94 -4.65
H -1.46 2.60 3.25
H 3.96 1.44 3.15
H -2.69 3.58 2.36
H 3.52 -0.46 -2.64
H 0.21 -1.04 5.32
H -0.03 0.20 -4.79
H -1.55 -3.81 -0.01
H -3.53 1.88 -0.14
H 4.33 -0.65 -0.59
H -2.74 -3.06 2.40
H 5.32 0.02 1.59
H 1.63 1.98 2.52
H -5.10 2.11 -1.98
H -2.73 -1.33 2.03
H 0.61 -3.37 3.21
H 1.64 -1.87 1.58
H -2.54 -1.89 3.70
```

**Energy**: -89538.333 eV
**Energy above the lowest of the compared OMol25 structures with the same formula, charge and spin**: 248.6 kJ/mol
**Total charge**: +1
**Orbital gap**: 5.058 eV

=====

Record 6
A single C3H5N3S2 molecule. Source: OMol25; level of theory: wB97M-V/def2-TZVPD.

The geometry in XYZ format:
```
13
C3H5N3S2 (wB97M-V/def2-TZVPD)
S -0.21 -1.32 -2.89
S 0.30 1.80 -0.02
N -0.18 -0.63 0.88
N -0.67 1.04 2.42
N -0.09 0.86 -1.41
C -0.28 0.67 1.26
C 0.12 -0.46 -1.52
C 0.63 -1.07 -0.24
H -0.79 2.05 2.50
H 0.57 -2.15 -0.31
H 1.68 -0.77 -0.10
H -0.46 -1.33 1.60
H -0.63 1.31 -2.16
```

**Energy**: -29332.387 eV
**Energy above the lowest of the compared OMol25 structures with the same formula, charge and spin**: 30.8 kJ/mol
**SMILES**: [H]/N=C1/NCC(=S)NS1
**Orbital gap**: 9.039 eV

=====

Looking at largest force on an atom for the records above, in order, we have 0.38; 4.85; 0.50; 4.19; 1.53; 1.43 eV/Å.